ORCA calculation (the ωB97M-V functional and the def2-TZVPD basis) on a structure of composition C31H37FeN3O3 at a distorted geometry.

```
75
Properties=species:S:1:pos:R:3:mulliken_spin:R:1
Fe 0.690 -0.097 0.387 0.938
C -3.540 -1.343 0.254 0.003
C -2.410 -0.322 0.091 0.017
C -2.572 0.437 -1.232 -0.001
C -2.368 0.622 1.295 0.021
C -3.473 1.431 1.514 -0.002
C -3.523 2.260 2.609 0.006
C -2.456 2.287 3.489 -0.010
C -1.331 1.493 3.306 -0.014
C -0.193 1.666 4.296 0.006
C 0.340 3.104 4.260 0.001
C -0.618 1.288 5.718 0.000
C -1.284 0.580 2.210 -0.013
N -0.542 -0.830 1.947 -0.060
C 0.392 -0.959 2.975 0.003
O 0.038 -1.102 4.141 -0.012
C 1.501 -1.769 2.382 -0.002
C 2.239 -2.818 2.982 0.006
C 3.109 -3.524 2.198 -0.005
C 3.228 -3.238 0.810 0.003
C 2.482 -2.221 0.301 0.002
N 1.696 -1.495 1.128 -0.024
C 2.295 -1.796 -1.120 -0.001
O 2.982 -2.251 -2.032 0.002
N 0.946 -1.485 -1.203 0.004
C 0.993 -0.360 -2.440 -0.019
C 1.121 1.057 -2.490 -0.016
C 0.772 1.748 -3.644 -0.001
C 0.324 1.092 -4.773 0.000
C 0.217 -0.278 -4.761 0.000
C 0.547 -0.996 -3.620 -0.005
C 0.326 -2.502 -3.660 0.000
C 1.215 -3.160 -4.719 0.000
C -1.149 -2.835 -3.915 0.000
C 1.671 1.854 -1.323 0.034
C 0.660 2.861 -0.769 -0.001
C 2.963 2.572 -1.731 0.001
H -3.540 -2.046 -0.586 0.000
H -3.397 -1.914 1.176 0.000
H -4.518 -0.853 0.292 0.000
H -1.490 -0.898 0.012 -0.003
H -3.505 1.009 -1.257 0.000
H -1.737 1.122 -1.397 -0.001
H -2.584 -0.268 -2.070 0.001
H -4.318 1.414 0.834 0.000
H -4.387 2.892 2.778 0.001
H -2.511 2.962 4.335 0.000
H 0.650 1.047 4.023 0.001
H -0.423 3.828 4.565 0.000
H 1.194 3.205 4.938 0.000
H 0.675 3.351 3.249 0.000
H -1.424 1.936 6.080 0.000
H -0.965 0.255 5.747 0.000
H 0.232 1.383 6.404 0.000
H 2.115 -3.047 4.030 0.000
H 3.690 -4.330 2.627 -0.001
H 3.863 -3.835 0.171 0.000
H 0.858 2.827 -3.675 0.000
H 0.060 1.653 -5.662 0.000
H -0.147 -0.777 -5.650 0.000
H 0.561 -2.962 -2.707 -0.001
H 0.978 -2.796 -5.725 0.000
H 2.267 -2.951 -4.515 0.000
H 1.074 -4.246 -4.707 0.000
H -1.490 -2.461 -4.886 0.000
H -1.297 -3.920 -3.898 0.000
H -1.775 -2.397 -3.131 0.000
H 1.952 1.189 -0.496 -0.014
H 0.354 3.580 -1.537 0.000
H -0.224 2.353 -0.381 0.003
H 1.100 3.410 0.066 0.000
H 2.781 3.303 -2.524 0.000
H 3.387 3.099 -0.871 0.000
H 3.702 1.847 -2.085 0.000
O 0.956 1.063 1.573 0.153
```

Calculated values
Gap between HOMO and LUMO (spin up / spin down) (eV): 7.15 / 7.22
Relative energy (zero: lowest compared OMol25 entry of this formula, charge and spin) (kcal per mole): 117.8
2S+1: 2
Largest force on an atom (eV/A): 7.36
<S²>: 0.784
Net charge: -1